[1]
Molecular formula: C7H21FIO2Si3
Method: DFT, ωB97M-V/def2-TZVPD

Values from the calculation:
E_LUMO ... 3.117 eV
Total charge ... -1
Max |F| ... 2.303 eV/A
2S+1 ... 1
Frontier orbital gap ... 0.2361 Ha

Geometry as XYZ:
```
35
Properties=species:S:1:pos:R:3:forces:R:3:lowdin_charge:R:1
I -0.302 1.411 1.870 -0.595 1.025 1.346 -0.051
Si 3.305 -0.052 -0.132 0.268 -0.577 0.264 0.425
Si -4.005 0.450 -0.446 -0.246 0.842 1.085 0.450
Si -2.004 -1.307 -1.323 1.032 -0.429 0.659 0.503
F -3.346 0.255 2.904 0.067 0.135 0.236 -0.115
O 1.895 -0.802 -0.642 0.582 1.037 0.528 -0.259
O -2.620 -0.381 -0.076 -0.648 -0.099 -1.415 -0.466
C 3.131 1.059 1.364 0.372 -0.448 -0.762 -0.241
C 4.194 0.867 -1.533 -0.205 -0.052 0.206 -0.164
C 0.673 -0.067 -0.875 -0.856 -0.840 0.063 -0.376
C -4.545 0.072 2.259 -0.187 -0.158 0.012 -0.307
C -4.733 1.131 1.172 1.034 -0.899 -0.572 -0.266
C -0.179 -1.054 -1.739 -0.450 1.207 0.723 -0.270
C 4.432 -1.481 0.408 -0.772 0.360 -0.618 -0.170
H 0.148 0.298 0.082 1.152 -1.109 -1.657 -0.191
H -5.770 1.412 1.039 -0.188 0.218 0.069 0.060
H -5.048 -0.403 -1.065 0.077 -0.257 -0.083 -0.030
H 0.281 -2.024 -1.593 0.117 -0.257 -0.305 0.058
H 4.293 -2.316 -0.274 0.020 -0.225 -0.080 0.018
H -2.169 -2.709 -0.864 -0.085 -0.056 -0.111 -0.029
H 4.115 1.345 1.734 0.212 0.096 -0.089 0.026
H -4.095 1.966 1.443 -0.188 0.403 0.180 0.068
H 3.579 1.037 -2.412 -0.161 0.072 -0.101 0.017
H -3.758 1.571 -1.380 0.101 -0.052 -0.151 -0.025
H 4.104 -1.782 1.396 0.233 -0.158 0.270 0.021
H 5.086 0.334 -1.854 0.079 -0.199 -0.044 0.013
H 4.528 1.830 -1.152 0.001 0.231 -0.021 0.018
H -2.790 -1.170 -2.573 -0.250 0.201 0.012 -0.035
H 2.635 0.486 2.135 -0.320 0.097 0.249 -0.016
H 0.864 0.831 -1.469 0.174 0.133 -0.028 0.099
H -5.331 0.095 3.012 -0.182 0.127 0.117 0.102
H 2.547 1.931 1.110 -0.201 0.269 0.276 -0.032
H 5.476 -1.191 0.375 0.206 0.056 0.264 0.017
H -4.504 -0.940 1.858 -0.162 -0.206 -0.141 0.095
H -0.086 -0.701 -2.761 -0.026 -0.487 -0.381 0.055
```
Positions in Å, forces in eV/Å.

[2]
Molecular formula: C7H21Mn2N7O18S
Method: DFT, ωB97M-V/def2-TZVPD

Values from the calculation:
<S²> ... 30.008
E_LUMO (alpha / beta) ... -6.744 / -6.814 eV
Total charge ... +2
Max |F| ... 5.780 eV/A
2S+1 ... 11
Frontier orbital gap (alpha / beta) ... 0.2894 / 0.2869 Ha

Geometry as XYZ:
```
56
Properties=species:S:1:pos:R:3:forces:R:3:lowdin_spin:R:1
Mn 3.236 -0.267 -0.944 1.043 -0.352 -1.836 4.738
Mn -1.639 0.044 0.895 -0.892 -0.473 -0.319 4.715
S 0.862 -0.065 0.010 -1.514 0.428 -0.516 0.031
O -1.152 4.020 1.207 -2.681 -2.795 -1.412 0.033
O 2.358 -0.824 -2.915 0.167 -0.436 -0.364 0.034
O 4.231 1.318 -2.155 0.598 0.651 0.379 0.023
O 2.184 2.437 5.682 0.327 -2.197 -1.154 0.000
O 1.851 -1.176 -5.019 -0.353 0.955 3.022 0.010
O 0.314 0.225 1.297 0.906 0.865 4.688 0.064
O -1.833 -2.093 0.559 -0.635 2.037 1.357 0.027
O 2.993 0.370 5.701 -1.571 2.380 -1.622 0.000
O 1.659 -1.257 -0.043 1.940 -3.224 0.407 0.062
O -3.103 -0.133 -0.739 -1.059 -0.541 -0.517 0.023
O -5.147 0.607 -1.033 2.725 -2.378 -0.833 0.009
O -1.073 -3.636 -0.723 -0.861 1.266 1.708 0.013
O -1.775 2.065 0.424 0.155 0.407 0.125 0.022
O 1.776 0.934 -0.510 0.440 3.172 -0.232 0.090
O 1.235 -2.448 4.625 -1.173 -0.564 -1.988 0.001
O -0.488 -2.429 3.276 0.059 0.035 0.134 0.001
O 2.723 2.196 -3.410 1.965 0.412 0.952 0.017
O -0.361 -0.171 -0.724 -1.587 -0.364 -3.564 0.061
N -1.719 -3.236 0.261 1.273 -4.605 -3.253 0.004
N 3.761 2.301 -2.759 -3.161 -0.589 -0.509 0.003
N -4.151 -0.066 -1.396 -1.851 3.861 0.314 0.004
N 2.379 1.327 5.162 0.646 -0.598 1.346 0.000
N -2.025 3.207 0.820 2.439 3.282 1.798 0.004
N 1.611 -0.723 -3.898 -0.059 0.137 -1.774 0.004
N 0.669 -2.713 3.557 0.934 0.297 1.773 0.000
C 0.312 0.038 -3.685 -0.017 -0.251 -1.361 0.001
C 1.473 -3.339 2.485 0.543 0.684 -1.345 0.000
C 4.409 3.637 -2.682 1.329 -0.433 -0.975 0.001
C -4.132 -0.630 -2.773 0.258 -1.246 -0.414 0.001
C -3.442 3.597 0.858 -1.501 -0.233 -1.089 0.001
C 1.841 1.137 3.731 0.121 -0.431 0.572 0.000
C -2.409 -4.350 1.001 -0.536 0.604 0.568 0.001
H -3.270 -4.712 0.440 0.011 0.512 -0.357 0.000
H 4.728 3.902 -1.674 -0.506 -0.167 -0.039 0.000
H -3.154 -1.093 -2.907 -0.397 -0.587 0.384 0.000
H -3.897 3.402 1.829 0.449 -0.035 0.112 0.000
H 1.902 -4.322 2.676 -0.397 0.190 0.519 0.000
H -3.684 4.609 0.535 0.915 0.202 0.398 0.000
H -5.010 -1.271 -2.847 0.340 -0.388 0.139 0.000
H 5.316 3.455 -3.259 0.377 0.086 0.108 0.000
H 0.995 1.811 3.605 0.565 0.235 -0.113 0.000
H 0.901 -3.286 1.558 -0.282 -0.506 0.310 0.000
H -3.921 2.970 0.106 -0.050 -0.242 0.273 0.000
H 2.685 1.247 3.050 -0.083 0.741 0.148 0.000
H -0.324 -0.574 -3.046 0.250 0.217 0.035 0.000
H -4.207 -0.005 -3.664 -0.320 1.262 0.867 0.000
H 2.274 -2.632 2.270 0.263 -0.129 0.474 0.000
H -1.754 -5.219 1.059 0.270 0.505 0.339 0.000
H 3.872 4.373 -3.281 -0.478 -0.267 0.603 0.000
H -0.087 0.147 -4.694 -0.152 -0.311 0.125 0.000
H 0.463 1.058 -3.332 0.509 -0.451 0.514 0.000
H 1.499 0.126 3.509 0.036 -0.098 0.931 0.000
H -2.757 -3.888 1.925 0.260 -0.536 0.166 0.000
```
Positions in Å, forces in eV/Å.

[3]
Molecular formula: C7H21N3Si
Method: DFT, ωB97M-V/def2-TZVPD

Values from the calculation:
Relative energy (zero: lowest compared OMol25 entry of this formula, charge and spin) ... 2.433 eV
E_LUMO ... 0.688 eV
Max |F| ... 4.000 eV/A
2S+1 ... 1
Frontier orbital gap ... 0.3243 Ha

Geometry as XYZ:
```
32
Properties=species:S:1:pos:R:3:forces:R:3:lowdin_charge:R:1
Si 0.334 -0.856 -0.624 0.456 -2.458 1.072 0.760
N 1.691 -0.102 -1.379 0.812 0.251 -0.188 -0.374
N 0.501 -3.308 -0.361 -0.880 3.544 -0.449 -0.103
N 2.740 0.505 -0.556 0.857 0.034 -2.150 -0.015
C -1.235 -0.633 -1.590 -1.863 0.628 3.484 -0.307
C 1.949 0.064 -2.817 -1.400 2.396 1.018 -0.124
C -0.744 2.186 2.237 2.150 -2.334 -0.798 -0.230
C 0.212 -0.010 1.080 -2.028 0.176 -1.887 -0.241
C -2.419 -1.615 -1.342 -2.321 0.592 -2.254 -0.158
C -0.815 1.174 1.002 1.606 1.195 0.498 -0.260
C -0.722 1.412 3.569 0.481 0.045 -0.534 -0.124
H 1.345 -3.384 -0.891 0.749 -0.243 -0.919 -0.103
H -1.598 0.356 -1.141 0.662 -0.959 -1.200 0.071
H -1.595 2.805 2.115 -0.541 1.057 0.225 0.081
H -0.608 1.800 0.114 0.080 -0.228 0.206 0.094
H -3.295 -1.247 -0.743 1.055 0.228 -0.342 0.069
H 2.929 -0.267 -3.111 0.409 -0.618 -0.134 0.053
H 0.256 2.694 2.139 -1.247 0.132 -0.013 0.114
H -1.076 1.985 4.382 -0.508 1.049 0.871 0.040
H 1.126 -0.451 -3.366 0.806 0.655 0.047 0.078
H -2.940 -1.851 -2.396 1.261 0.270 2.291 0.110
H -1.825 0.835 0.835 -0.410 -0.409 0.352 0.085
H -1.184 -0.578 -2.607 0.736 0.649 -2.689 0.018
H -2.145 -2.518 -0.888 0.617 -1.433 0.386 0.009
H 0.898 -3.313 0.561 0.016 -0.016 1.013 -0.095
H 3.636 0.224 -1.088 -1.520 0.597 1.405 0.100
H 1.183 0.268 1.356 1.406 0.740 0.392 0.035
H -0.127 -0.706 1.791 -0.481 -1.018 1.049 0.046
H 1.982 1.244 -2.961 -0.384 -2.240 -0.384 0.114
H 0.312 1.135 3.903 -1.007 -0.365 -0.710 0.091
H -1.445 0.603 3.487 0.433 -0.561 0.183 0.073
H 2.681 1.552 -0.710 0.003 -1.356 0.157 0.090
```
Positions in Å, forces in eV/Å.

[4]
Molecular formula: C7H21NSi2Zr
Method: DFT, ωB97M-V/def2-TZVPD

Values from the calculation:
E_LUMO ... -20.261 eV
Total charge ... +4
Max |F| ... 3.168 eV/A
2S+1 ... 1
Frontier orbital gap ... 0.1113 Ha

Geometry as XYZ:
```
32
Properties=species:S:1:pos:R:3:forces:R:3:lowdin_charge:R:1
Zr -1.620 3.502 0.079 1.339 1.327 0.621 1.790
Si -0.377 1.276 -1.339 1.267 -0.095 -0.714 0.668
Si 1.434 1.851 -0.019 1.890 0.634 1.958 0.448
N -0.602 -0.570 -1.404 -2.780 0.844 -0.370 -0.018
C -1.732 -1.050 -0.637 3.079 0.263 0.699 -0.203
C -1.229 -3.100 1.627 -0.603 0.992 -1.306 -0.005
C -1.894 -2.591 -0.753 -1.832 0.233 -0.696 0.028
C 2.916 0.700 -0.372 -0.830 -0.121 -0.585 -0.099
C 1.760 3.670 -0.415 -1.272 -0.641 -0.712 -0.182
C -0.805 -3.359 0.198 1.517 0.392 2.674 -0.058
C 0.926 1.692 1.821 -0.647 0.376 -1.063 -0.181
H -2.654 -0.592 -1.074 -0.570 -0.889 -0.288 0.208
H -0.383 1.834 -2.705 -0.393 -0.226 -0.127 0.022
H -2.299 -3.203 1.770 -0.144 -0.655 0.442 0.117
H 0.209 -3.003 0.070 0.173 -0.040 -0.511 0.129
H 2.779 3.979 -0.178 -0.013 0.168 0.391 0.092
H 3.758 1.246 0.069 -0.001 0.162 0.044 0.090
H -1.633 -0.669 0.376 -0.332 -0.177 0.253 0.120
H -0.656 -3.851 2.230 -0.016 -0.356 0.017 0.193
H -1.585 1.902 -0.619 -1.244 -1.490 -0.397 -0.196
H -0.867 -4.431 -0.051 -0.553 0.030 -1.051 0.184
H -0.949 -2.116 1.987 0.381 0.000 0.290 0.088
H -0.906 -0.732 -2.377 0.831 -0.441 -0.205 0.123
H -0.102 1.335 1.977 0.011 -0.175 0.245 0.015
H 1.594 0.955 2.267 -0.005 -0.030 0.277 0.067
H 1.049 4.347 0.115 0.221 0.262 0.191 0.023
H 2.797 -0.266 0.106 -0.054 -0.071 0.188 0.055
H 1.615 3.858 -1.480 0.187 0.144 -0.175 0.055
H -1.758 -2.963 -1.776 0.171 -0.518 0.111 0.166
H 1.033 2.645 2.337 0.233 0.017 0.249 0.054
H -2.892 -2.836 -0.396 -0.269 -0.008 -0.307 0.147
H 3.073 0.541 -1.434 0.257 0.089 -0.142 0.060
```
Positions in Å, forces in eV/Å.

[5]
Molecular formula: C7H22N6O
Method: DFT, ωB97M-V/def2-TZVPD

Values from the calculation:
Relative energy (zero: lowest compared OMol25 entry of this formula, charge and spin) ... 1.949 eV
E_LUMO ... -4.666 eV
Total charge ... +2
Max |F| ... 5.411 eV/A
2S+1 ... 1
Frontier orbital gap ... 0.3187 Ha

Geometry as XYZ:
```
36
Properties=species:S:1:pos:R:3:forces:R:3:lowdin_charge:R:1
O -4.239 -3.446 1.400 0.209 -0.348 -0.906 -0.011
N 11.275 1.931 -0.188 0.886 -1.675 -4.416 0.223
N -5.792 2.421 -1.305 -0.391 0.256 -0.068 0.159
N -8.051 0.056 -0.953 -3.526 0.209 2.342 0.037
N 8.966 1.537 0.277 -0.904 -0.725 2.971 0.053
N -3.722 1.880 -0.701 -0.032 1.059 -1.799 0.120
N -7.098 -0.073 0.106 0.080 -0.690 2.408 -0.136
C -5.020 1.541 -0.750 2.314 -1.835 0.941 -0.196
C -5.806 -0.364 0.014 -1.834 2.638 -1.194 -0.087
C -5.269 -2.506 1.240 -1.409 -1.402 -2.186 -0.411
C -6.531 -3.169 0.622 -0.183 1.842 2.564 -0.013
C -4.979 -1.273 0.429 2.653 0.258 -0.976 0.000
C 10.322 -0.424 0.194 -0.348 4.287 3.284 -0.003
C 10.027 0.958 -0.405 -0.052 -0.747 -0.045 -0.395
H 9.490 -1.047 0.302 -1.516 -0.534 0.128 0.087
H -6.925 -3.880 1.366 0.246 -0.404 -1.088 0.110
H 12.072 1.358 0.160 -0.316 1.109 -0.293 0.172
H 9.062 1.345 1.304 -0.358 -0.358 -1.216 0.126
H 10.948 2.640 0.404 -0.076 1.163 1.510 0.115
H -5.570 3.358 -1.586 0.907 0.384 -0.099 0.130
H 8.738 2.508 0.312 -0.031 0.748 -1.325 0.093
H 9.874 0.801 -1.465 0.011 0.852 -0.388 0.149
H -7.254 -2.355 0.595 -0.368 -0.200 0.049 0.055
H 11.058 -0.947 -0.220 3.094 -1.930 -2.259 0.042
H 10.722 -0.106 1.203 -0.577 -1.005 -0.396 0.115
H 11.454 2.406 -1.166 0.235 -1.183 2.447 0.221
H -8.017 -0.720 -1.602 0.420 -0.463 0.142 0.077
H -6.351 -3.361 -0.402 0.189 -1.280 -0.871 0.082
H -6.747 2.356 -1.147 -2.149 -0.746 -0.018 0.072
H -9.060 -0.110 -0.390 3.373 0.647 -2.213 0.187
H -5.502 -2.035 2.150 -0.243 -0.114 1.881 0.138
H -2.953 1.305 -0.429 -0.214 -0.738 0.361 0.095
H -3.406 2.593 -1.398 -0.323 -0.534 1.088 0.137
H -4.356 -4.217 0.776 0.041 1.410 0.959 0.136
H -7.429 0.150 1.078 0.162 -0.066 -1.715 0.188
H -3.932 -1.109 0.175 0.030 0.113 0.394 0.129
```
Positions in Å, forces in eV/Å.

[6]
Molecular formula: C7H23INO4
Method: DFT, ωB97M-V/def2-TZVPD

Values from the calculation:
Relative energy (zero: lowest compared OMol25 entry of this formula, charge and spin) ... 0.000 eV
E_LUMO ... 3.201 eV
Total charge ... -1
Max |F| ... 2.161 eV/A
2S+1 ... 1
Frontier orbital gap ... 0.3003 Ha

Geometry as XYZ:
```
36
Properties=species:S:1:pos:R:3:forces:R:3:lowdin_charge:R:1
I -1.179 -0.590 -0.990 0.049 0.044 -0.184 0.116
O -1.235 2.720 -2.383 -1.249 0.157 -1.256 -0.190
O 3.160 -0.642 2.393 0.103 0.139 0.605 -0.183
O -3.769 -3.000 -0.536 -0.375 -1.224 0.136 -0.182
O 2.073 -1.759 -2.407 1.368 0.227 -0.904 -0.183
N -0.429 0.422 2.489 -0.599 -0.066 0.446 0.014
C 2.443 -0.521 -3.044 -1.148 0.009 0.250 -0.175
C -4.891 -2.463 -1.174 0.063 0.680 -0.201 -0.210
C 1.125 0.823 4.259 0.322 0.986 0.228 -0.079
C 1.742 -0.754 2.453 -0.380 -0.206 -0.762 -0.192
C 3.648 0.075 1.283 -0.408 0.572 -0.159 -0.117
C 0.997 0.560 2.796 -0.864 -1.369 -1.432 -0.452
C -2.297 2.667 -3.376 1.027 0.453 -0.109 -0.170
H 1.299 1.335 2.091 1.102 0.362 0.569 0.127
H -3.041 3.439 -3.179 -0.161 -0.111 0.209 0.061
H 3.252 -0.315 0.346 0.297 -0.442 -0.181 0.082
H -3.096 -2.324 -0.637 0.710 0.201 0.101 -0.133
H 1.394 -1.237 1.540 -0.184 0.714 -0.771 0.105
H -5.787 -3.084 -1.168 0.215 -0.371 0.598 0.066
H -0.777 1.369 2.531 -0.440 0.201 0.401 0.061
H -5.081 -1.520 -0.662 -0.647 0.302 -0.409 0.072
H 0.760 -0.026 4.836 0.523 -0.260 -0.096 0.082
H 3.287 -0.471 -3.732 0.501 -1.050 0.486 0.064
H -4.691 -2.305 -2.234 0.048 0.362 -0.207 0.068
H 2.167 1.106 4.410 0.064 -0.308 0.738 0.079
H 3.360 1.126 1.260 -0.394 0.270 0.389 0.072
H 2.585 0.204 -2.243 0.007 0.463 -0.321 0.064
H -1.287 1.912 -1.867 0.065 -0.569 0.297 -0.125
H 1.615 -0.256 -3.702 -0.238 0.571 0.202 0.067
H 0.493 1.637 4.614 0.032 0.372 -0.289 0.068
H 4.736 0.138 1.315 -0.006 -0.683 -0.010 0.084
H 1.243 -1.520 -1.990 -0.585 -0.195 0.349 -0.093
H -0.614 0.211 1.519 0.298 -0.590 -0.412 -0.111
H -1.875 2.891 -4.356 0.332 0.343 -0.035 0.058
H -2.776 1.709 -3.580 0.044 -0.278 0.893 0.063
H 1.444 -1.559 3.126 0.508 0.296 0.843 0.123
```
Positions in Å, forces in eV/Å.

| no. | DFT total energy (eV) |
| --- | --- |
| 1 | -46151.0052 |
| 2 | -128327.0954 |
| 3 | -19945.0385 |
| 4 | -26066.5814 |
| 5 | -18584.6010 |
| 6 | -25413.5640 |